[1]
8 unconnected molecules or ions with the total composition C25H70BIO31P7 at a distorted geometry, computed with ωB97M-V with the def2-TZVPD basis set.

Output
Total charge: -1
LUMO level: -1.207 eV
E: -6038.780163 Eh

Each line ends with the Mulliken charge.
Positions of all 135 atoms, in Å:
I  -1.354  2.418  1.378  -0.04
P  10.914  -4.922  -5.186  1.02
P  0.877  -2.401  1.985  0.83
P  6.629  0.619  -0.961  0.94
P  0.976  0.387  -5.645  1.07
P  -10.603  3.808  1.804  1.27
P  4.519  -7.020  -2.635  0.96
P  -8.709  6.245  7.919  1.05
O  -11.587  2.438  1.817  -0.42
O  -0.572  -2.526  1.621  -0.63
O  2.213  0.762  -6.742  -0.27
O  11.918  -6.278  -5.118  -0.28
O  -0.643  3.338  4.123  -0.44
O  5.262  0.950  -0.153  -0.40
O  1.207  -4.048  1.799  -0.43
O  -4.177  3.026  3.191  -0.63
O  6.842  -0.859  -1.173  -0.56
O  9.801  -5.719  -4.320  -0.32
O  1.820  -1.990  0.725  0.08
O  4.987  -7.431  -4.139  -0.28
O  0.808  -0.773  2.428  -0.17
O  -8.057  4.735  7.589  -0.25
O  5.650  -5.762  -2.654  -0.14
O  3.352  -6.069  -2.644  -0.61
O  -9.099  7.754  8.567  -0.37
O  10.657  -4.942  -6.662  -0.62
O  -11.709  4.810  1.935  -0.70
O  -5.975  4.553  3.824  -0.37
O  -9.096  6.553  6.508  -0.57
O  5.857  0.807  -2.448  -0.33
O  3.508  -8.371  -2.511  -0.35
O  10.158  -3.446  -4.900  -0.39
O  -9.901  5.510  8.752  -0.34
O  1.507  1.286  -4.560  -0.61
O  -10.155  3.568  0.254  -0.34
O  7.449  0.644  0.526  -0.26
O  -0.302  -0.175  -4.695  -0.27
O  -0.055  1.168  -6.633  -0.36
O  -9.304  4.839  2.001  -0.30
C  3.316  -0.157  -6.755  -0.65
C  8.447  -5.742  -4.753  -0.46
C  8.831  1.016  0.452  -0.71
C  5.008  1.922  -2.734  -0.62
C  -4.838  5.295  3.443  -0.76
C  9.685  -3.064  -3.607  -0.61
C  -2.337  4.768  3.245  -0.56
C  -0.875  2.210  -6.122  -0.74
C  -3.705  4.220  3.741  0.26
C  -6.633  4.703  7.389  -0.76
C  3.935  -9.683  -2.875  -0.68
C  6.138  -5.388  -1.353  -0.57
C  13.324  -5.998  -5.186  -0.74
C  -11.139  1.185  1.308  -0.68
C  2.537  -4.503  1.573  -0.68
C  -1.334  3.593  3.224  0.18
C  -8.786  4.925  3.353  -0.58
C  -11.113  3.683  -0.781  -0.76
C  4.114  0.111  -0.312  -0.78
C  1.492  -2.420  -0.592  -0.88
C  -1.479  -0.757  -5.255  -0.74
C  4.028  -7.515  -5.183  -0.79
C  -9.333  7.944  9.959  -0.68
C  0.616  -0.559  3.841  -0.77
C  -11.256  5.824  8.470  -0.75
B  -5.668  3.136  3.434  0.81
H  3.812  -0.168  -5.781  0.26
H  2.747  -5.348  2.231  0.40
H  -11.356  6.603  7.713  0.37
H  3.969  1.586  -2.767  0.19
H  10.064  -3.713  -2.817  0.34
H  -6.340  3.673  7.205  0.26
H  2.340  -2.973  -1.000  0.24
H  -6.358  5.318  6.529  0.35
H  13.572  -5.525  -6.139  0.33
H  -3.777  4.088  4.848  0.10
H  -0.632  3.136  -6.644  0.25
H  -10.808  4.482  -1.457  0.25
H  6.617  -6.242  -0.869  0.39
H  5.101  2.716  -1.994  0.37
H  13.621  -5.346  -4.362  0.33
H  1.326  -1.542  -1.218  0.28
H  -4.532  6.142  4.097  0.23
H  8.143  -6.772  -4.937  0.27
H  2.622  -4.851  0.540  0.18
H  4.269  -0.681  -1.045  0.42
H  3.012  -7.329  -4.834  0.37
H  -11.656  0.975  0.368  0.23
H  9.235  1.033  1.463  0.24
H  0.623  0.511  4.036  0.17
H  -0.337  -0.984  4.161  0.36
H  -1.918  1.967  -6.329  0.26
H  -7.925  5.580  3.351  0.06
H  2.971  -1.161  -7.005  0.32
H  -9.550  5.321  4.027  0.46
H  -8.789  8.827  10.294  0.27
H  3.435  -9.978  -3.800  0.24
H  -5.871  2.357  4.352  -0.35
H  -10.063  1.169  1.131  0.35
H  -1.718  -1.669  -4.709  0.28
H  -10.399  8.120  10.122  0.23
H  4.287  -6.793  -5.958  0.27
H  -11.131  2.748  -1.347  0.24
H  -6.114  5.055  8.284  0.36
H  13.864  -6.937  -5.094  0.23
H  3.641  -10.382  -2.092  0.28
H  9.994  -2.039  -3.408  0.29
H  5.317  -5.023  -0.732  0.16
H  0.611  -3.061  -0.615  0.43
H  -8.466  3.940  3.689  0.24
H  6.879  -4.601  -1.478  0.15
H  8.594  -3.096  -3.601  0.22
H  4.073  -8.513  -5.621  0.27
H  -11.396  0.400  2.020  0.28
H  3.855  -0.326  0.650  0.27
H  3.277  0.730  -0.637  0.35
H  9.388  0.293  -0.152  0.28
H  -2.312  -0.061  -5.135  0.26
H  -4.987  5.588  2.383  0.29
H  -0.752  2.352  -5.048  0.37
H  -1.364  -0.991  -6.313  0.35
H  -9.022  7.085  10.554  0.33
H  -1.996  5.532  3.958  0.34
H  -2.457  5.137  2.215  0.33
H  5.264  2.318  -3.716  0.25
H  3.277  -3.722  1.748  0.30
H  -12.116  3.885  -0.404  0.37
H  5.014  -9.743  -3.022  0.31
H  -11.736  6.163  9.391  0.25
H  4.021  0.166  -7.519  0.24
H  -11.765  4.921  8.134  0.27
H  -6.263  2.924  2.393  -0.34
H  8.277  -5.145  -5.649  0.41
H  1.436  -1.022  4.394  0.33
H  7.832  -5.350  -3.943  0.01
H  8.934  2.014  0.022  0.32

Cartesian forces (eV/Å) of the 6 atoms listed first:
I 0.135 0.047 0.188
P -5.893 -2.889 -4.216
P -4.453 1.051 -6.859
P -4.929 -7.097 1.873
P -1.501 8.299 2.360
P -3.299 4.524 -4.901

---

[2]
7 unconnected molecules or ions with the total composition C25H70N6O7 at a distorted geometry, computed with ωB97M-V with the def2-TZVPD basis set.

Output
Total charge: 0
LUMO level: 0.339 eV
Energy above the lowest of the compared OMol25 structures with the same formula, charge and spin: 106.0 kJ/mol
E: -1849.577615 Eh
SMILES string: COC[C@H](C)N.COC[C@H](C)N.COC[C@H](C)N.COC[C@H](C)N.COC[C@H](C)N.COC[C@H](C)N.CO

Each line ends with the Mulliken charge.
Positions of all 108 atoms, in Å:
O  -2.758  -2.924  -2.771  -0.25
O  1.797  -5.024  -0.222  -0.40
O  0.504  0.915  0.037  1.08
O  0.772  4.561  2.418  -0.46
O  3.287  3.673  -2.313  -0.36
O  -4.090  0.537  2.084  -0.39
O  2.851  -1.508  3.030  -0.42
N  0.422  0.026  2.930  0.03
N  -5.863  -0.584  -0.870  -0.69
N  -0.143  2.476  5.254  -0.64
N  0.851  5.376  -2.522  -0.73
N  2.170  -2.847  -3.033  -0.41
N  0.135  -0.505  -2.527  -0.41
C  -0.651  -1.927  2.028  -1.09
C  -5.215  -0.804  0.426  0.39
C  0.387  4.784  5.440  -1.50
C  -4.243  -2.014  0.386  -0.84
C  2.598  -3.840  -2.100  0.08
C  3.846  -3.396  -1.349  -1.50
C  -2.857  -4.256  -3.246  -0.76
C  0.736  -5.768  0.390  -0.65
C  -0.271  4.472  1.468  0.07
C  2.138  3.226  -3.013  -0.87
C  -1.476  -2.359  -3.034  0.27
C  4.469  3.026  -2.707  -0.77
C  0.941  3.901  -2.357  1.39
C  -4.555  0.511  0.740  -0.19
C  1.805  -1.926  2.234  0.45
C  4.181  -1.747  2.573  -0.68
C  -1.238  -1.024  -2.320  2.29
C  -0.378  3.192  -2.829  -1.02
C  -2.988  1.404  2.300  -0.21
C  1.395  -4.046  -1.145  0.75
C  1.940  1.020  0.064  -0.21
C  0.510  -1.409  2.867  0.17
C  -2.251  0.043  -2.738  -1.47
C  0.786  3.447  3.304  0.08
C  -0.135  3.688  4.520  0.68
H  -1.606  -1.515  2.362  0.32
H  0.500  -4.358  -1.671  -0.10
H  1.205  -6.520  1.077  0.28
H  -2.752  -4.132  -4.364  0.32
H  -3.805  0.694  -0.010  -0.19
H  -0.506  -1.636  0.981  -0.22
H  -0.291  4.920  6.290  0.44
H  -0.754  -3.014  2.097  0.48
H  -1.989  0.319  -3.750  0.50
H  -1.229  3.641  -2.297  0.36
H  -4.826  -2.872  -0.018  0.37
H  -3.451  -1.952  -0.290  -0.14
H  -0.668  1.776  4.743  0.16
H  1.186  -3.083  -0.646  -0.35
H  -2.251  1.295  1.484  -0.09
H  0.358  5.728  4.890  0.31
H  -0.531  3.328  -3.912  0.45
H  4.615  -3.113  -2.063  0.44
H  1.998  2.147  -2.930  0.19
H  -3.868  -4.625  -3.043  0.25
H  4.393  -1.325  1.583  0.23
H  4.711  3.129  -3.771  0.31
H  -1.292  4.343  1.842  0.14
H  -1.165  3.923  4.156  0.01
H  -6.631  -1.221  -1.078  0.27
H  1.648  5.827  -2.071  0.26
H  -0.129  5.354  0.850  0.35
H  4.328  -2.845  2.535  0.28
H  0.427  -1.817  3.902  0.31
H  2.374  1.722  -0.639  0.09
H  0.205  0.446  2.010  -0.69
H  4.243  -4.133  -0.674  0.38
H  0.775  5.656  -3.479  0.27
H  0.162  -6.339  -0.348  0.32
H  -0.343  2.123  -2.672  -0.12
H  2.220  3.441  -4.076  0.61
H  -5.181  -0.580  -1.603  0.25
H  1.817  3.371  3.695  0.43
H  -1.266  -2.223  -4.077  0.46
H  1.638  -3.285  -3.783  0.25
H  1.421  4.555  5.733  0.34
H  0.911  3.735  -1.272  -0.55
H  0.172  -0.235  -3.476  0.40
H  0.095  3.627  0.859  -0.33
H  0.410  2.517  2.782  -0.30
H  3.025  -2.480  -3.443  0.21
H  0.268  0.573  -0.860  -0.52
H  -3.256  2.462  2.335  0.40
H  2.107  1.273  1.114  0.30
H  -2.515  1.055  3.223  0.16
H  1.748  -3.023  2.194  0.46
H  3.603  -2.553  -0.675  0.22
H  -3.843  -2.357  1.334  0.35
H  -6.020  -0.959  1.155  0.36
H  -1.275  -1.175  -1.226  -1.44
H  0.026  -5.175  1.019  0.16
H  2.425  0.053  -0.148  -0.23
H  -5.361  1.267  0.650  0.25
H  0.853  -1.260  -2.467  -0.28
H  -3.244  -0.370  -2.691  0.21
H  -2.204  0.916  -2.099  0.15
H  -0.615  2.639  6.110  0.27
H  2.891  -4.812  -2.568  0.23
H  4.796  -1.308  3.353  0.28
H  -0.775  -3.085  -2.576  -0.56
H  1.275  0.413  3.296  0.38
H  4.357  1.926  -2.597  0.24
H  -2.106  -4.998  -2.892  0.21
H  1.871  -1.499  1.236  -0.70
H  5.279  3.314  -2.026  0.28

Cartesian forces (eV/Å) of the 6 atoms listed first:
O 0.225 0.271 0.460
O -0.817 -0.698 0.856
O 0.403 -0.085 -1.292
O -0.227 -0.013 1.049
O 0.161 -0.051 -0.267
O 0.513 -0.084 -0.524

---

[3]
7 unconnected molecules or ions with the total composition C25H70N8O7 at a distorted geometry, computed with ωB97M-V with the def2-TZVPD basis set.

Output
Total charge: 0
LUMO level: 0.494 eV
Energy above the lowest of the compared OMol25 structures with the same formula, charge and spin: 217.9 kJ/mol
E: -1959.114969 Eh
SMILES string: COC[C@H](C)N.COC[C@H](C)N.COC[C@H](C)N.COC[C@H](C)N.COC[C@H](C)N.COC[C@H](C)N.NC(N)=O

Each line ends with the Mulliken charge.
Positions of all 110 atoms, in Å:
O  2.435  4.216  1.495  -0.15
O  -2.307  -1.650  3.040  -0.03
O  -0.794  2.162  4.238  -0.47
O  1.720  -5.225  2.493  -0.39
O  1.398  -0.414  0.093  -0.36
O  -2.145  2.402  -2.707  -0.73
O  0.839  -1.028  -8.204  -0.38
N  4.053  5.072  -1.649  -0.82
N  0.114  -7.302  5.104  -0.68
N  -0.799  4.430  1.348  -0.34
N  -2.706  3.642  -0.900  -0.29
N  1.385  1.125  -5.198  -0.64
N  -4.328  -1.817  0.030  -0.78
N  0.315  0.925  -2.089  -0.08
N  -4.214  2.157  -1.819  -0.39
C  3.831  2.766  -0.897  -1.45
C  -1.652  -2.619  3.855  -0.65
C  -0.335  -0.300  -1.601  1.52
C  -2.954  2.703  -1.823  0.73
C  -3.188  -2.193  2.078  -1.43
C  -3.412  -1.160  0.976  2.40
C  0.534  -0.147  -7.151  -0.76
C  0.948  -5.551  3.626  -0.52
C  -4.072  0.105  1.475  -1.04
C  1.815  -0.583  -9.121  -0.66
C  3.539  4.665  0.748  -0.94
C  0.955  -8.012  2.922  -1.48
C  -1.019  4.014  2.746  0.62
C  2.447  4.746  2.813  -0.83
C  0.816  -0.322  1.352  0.57
C  -2.492  4.228  3.030  -1.56
C  1.744  0.180  -6.265  0.57
C  -1.064  0.773  4.448  -0.15
C  0.639  -1.203  -0.811  -0.75
C  -0.955  -1.028  -2.789  -1.51
C  3.324  4.180  -0.697  0.78
C  1.403  -3.990  1.918  -0.64
C  2.298  -1.091  -5.621  -1.20
C  1.133  -7.026  4.072  0.42
C  -0.625  2.556  2.918  -0.14
H  1.157  -3.152  2.578  0.18
H  -0.127  -0.741  -6.516  0.30
H  3.428  4.752  3.296  0.41
H  -0.472  0.426  5.295  0.32
H  0.431  2.382  2.650  0.13
H  -0.243  -1.146  -3.606  -0.06
H  2.244  4.195  -0.854  0.18
H  -4.121  -2.543  2.533  0.26
H  -4.961  2.463  -1.225  0.17
H  -0.947  -2.031  4.438  0.25
H  -0.747  -6.795  4.930  0.26
H  1.572  -7.621  2.103  0.36
H  -0.074  -8.042  2.546  0.36
H  -2.749  -3.102  1.641  0.40
H  -1.175  0.013  -0.965  -0.57
H  1.018  1.193  -1.408  0.05
H  -0.175  0.159  1.350  -0.24
H  -0.157  -8.273  5.019  0.28
H  -1.762  3.951  -0.756  0.12
H  3.576  5.758  0.684  0.39
H  1.904  -1.274  -9.952  0.25
H  1.570  -1.599  -4.975  0.18
H  2.506  0.747  -6.805  0.25
H  -1.381  -2.018  -2.590  0.41
H  0.247  -2.154  -0.453  0.21
H  -3.636  0.393  2.430  0.12
H  -1.156  -3.342  3.205  0.10
H  -4.034  0.881  0.704  -0.03
H  4.849  2.544  -0.566  0.40
H  2.140  -7.160  4.471  0.25
H  -5.149  -0.024  1.611  0.45
H  -1.207  2.016  2.155  0.03
H  1.560  0.449  -9.396  0.31
H  0.475  -4.056  1.323  0.30
H  3.810  4.866  -2.615  0.31
H  3.805  2.522  -1.962  0.42
H  2.424  -1.960  -6.289  0.37
H  0.084  0.762  -7.566  0.42
H  -3.424  3.889  -0.245  0.15
H  4.990  4.668  -1.639  0.31
H  -2.128  0.669  4.651  0.27
H  -2.475  -1.015  0.431  -0.83
H  0.675  -1.269  1.888  -0.49
H  -1.826  -0.458  -3.121  0.32
H  -0.730  0.213  3.575  -0.23
H  -0.122  -5.489  3.398  0.18
H  -2.694  5.299  2.972  0.42
H  2.214  -3.763  1.230  0.32
H  -0.397  1.649  -2.137  0.18
H  2.101  5.783  2.845  0.29
H  2.798  -0.519  -8.639  0.24
H  3.244  -1.053  -5.081  0.43
H  1.878  0.966  -4.328  0.18
H  4.517  4.283  1.058  0.29
H  -3.949  -2.661  -0.373  0.24
H  0.419  1.040  -4.892  0.16
H  -2.671  3.851  4.043  0.42
H  3.219  1.992  -0.419  0.19
H  1.334  -1.470  -1.618  0.45
H  -3.205  3.662  2.430  0.16
H  1.406  0.322  2.010  0.36
H  -0.419  4.681  3.376  0.30
H  -2.382  -3.113  4.502  0.33
H  1.327  -4.909  4.425  0.34
H  -0.859  5.442  1.304  0.31
H  -4.729  -1.217  -0.672  0.21
H  0.165  4.201  1.097  0.00
H  1.193  -9.069  3.046  0.39
H  1.809  4.120  3.434  0.19
H  -4.431  1.446  -2.490  0.20

Cartesian forces (eV/Å) of the 6 atoms listed first:
O 0.534 0.015 0.880
O 0.066 -0.113 -0.037
O -0.406 -0.215 0.819
O 0.121 -0.356 0.204
O 0.083 -0.920 0.258
O -0.279 -0.231 0.787

---

| no. | Kohn-Sham gap (eV) |
| --- | --- |
| 1 | 3.077 |
| 2 | 8.928 |
| 3 | 8.888 |